Record 1
DFT (wB97M-V/def2-TZVPD) results for 4 unconnected molecules or ions with the total composition C12H36BrN3O3 in a non-equilibrium geometry.

Geometry as XYZ:
```
55
Properties=species:S:1:pos:R:3:forces:R:3:mulliken_charge:R:1
C 7.25415 5.87745 15.30502 -0.774 1.442 0.221 -1.2451
C 5.77722 5.67904 15.61181 -1.201 0.794 -0.485 0.1647
C 5.18697 4.33085 15.34320 0.176 -0.931 0.797 -0.6819
O 3.85087 4.33469 15.76386 -0.889 0.702 -0.078 -0.3242
C 2.89368 4.91815 14.84682 -1.486 -1.171 0.084 -0.8361
N 5.36934 6.12332 17.05509 1.645 -0.204 -0.632 -0.2598
H 5.36691 7.12569 17.17884 -0.157 0.598 -0.430 0.3651
H 4.45031 5.77032 17.28068 -0.453 -0.572 0.068 0.3126
H 6.08723 5.83090 17.70256 0.022 -0.654 0.585 0.3427
H 7.34788 6.94210 15.09099 0.430 0.125 0.157 0.3922
H 7.58593 5.40933 14.37826 -0.160 -0.493 0.351 0.3759
H 7.87323 5.66087 16.17562 0.188 -0.359 -0.263 0.3413
H 5.06980 6.32143 15.08742 0.734 0.498 -0.653 0.2910
H 5.71732 3.58833 15.93942 -0.106 -0.307 0.121 0.3578
H 5.28461 4.00361 14.30809 0.159 0.432 -0.208 0.4203
H 2.70891 4.24221 14.01193 0.655 0.146 -0.379 0.3506
H 2.94065 5.95562 14.51583 1.038 0.055 0.113 0.3229
H 1.91379 4.87426 15.32221 0.168 -0.007 0.581 0.3051
C 1.78118 -0.52670 16.70593 0.220 0.263 -0.214 -1.2968
C 1.71111 -0.41991 18.26294 -0.307 0.319 -1.230 0.4175
C 2.95908 -0.50692 19.07496 0.864 -0.170 -0.007 -0.9191
O 4.03570 0.33923 18.63602 -2.007 -0.416 0.167 -0.2847
C 4.90330 0.51706 19.70750 2.553 0.298 0.288 -0.8689
N 1.07867 0.94431 18.67710 0.125 -0.374 -0.614 -0.3416
H 0.21254 1.16438 18.20647 -0.762 -0.150 -0.275 0.3767
H 0.95504 1.06580 19.67213 -0.375 -0.531 0.552 0.3579
H 1.69278 1.71369 18.45121 0.710 0.133 -0.560 0.2811
H 2.10423 0.39223 16.21675 0.050 0.203 0.276 0.3037
H 0.87192 -0.83534 16.19009 -0.561 0.332 0.680 0.4094
H 2.45570 -1.28216 16.30297 0.486 -0.102 0.832 0.3744
H 1.08298 -1.23977 18.61137 -0.402 0.432 0.243 0.2968
H 3.23270 -1.56036 19.13396 0.491 -0.115 -0.344 0.4493
H 2.70584 -0.27460 20.10937 -0.070 0.254 0.263 0.4683
H 5.21915 -0.43028 20.14440 -0.271 -0.126 0.203 0.3567
H 4.67192 1.23782 20.49176 -1.114 -0.128 0.106 0.3533
H 5.83221 0.94699 19.33283 0.047 -0.116 -0.463 0.2578
C -9.74445 2.65144 14.49878 0.005 0.984 2.002 -1.4093
C -10.07508 1.28079 13.96836 1.599 1.193 -0.521 0.2905
C -8.71003 0.50133 13.76133 -2.369 -0.545 -1.012 -0.7227
O -9.15102 -0.75715 13.29027 0.922 -2.137 1.269 -0.3617
C -8.08307 -1.76502 13.39971 -0.125 0.823 -1.568 -0.8188
N -11.02801 0.58375 14.94235 0.771 -0.474 -0.075 -0.3154
H -11.06544 -0.41038 14.76801 -0.389 -0.628 -1.188 0.3313
H -10.76813 0.51798 15.91612 0.814 0.982 0.629 0.3656
H -11.94380 1.00969 14.93878 -0.453 0.026 -0.312 0.3617
H -9.48015 2.50813 15.54649 0.651 -0.076 0.213 0.4053
H -10.50243 3.41934 14.65337 -0.776 -0.369 -0.787 0.3890
H -8.91352 3.21234 14.07094 0.101 -0.672 -0.455 0.3762
H -10.62858 1.38098 13.03471 0.032 -0.580 0.001 0.2617
H -8.12276 0.47569 14.67923 0.130 -0.016 0.032 0.4361
H -8.15595 0.81663 12.87720 0.250 1.443 0.610 0.4328
H -7.19051 -1.47013 12.84793 0.267 0.976 0.234 0.3410
H -8.33318 -2.58091 12.72156 -0.768 -0.499 0.985 0.3098
H -7.76534 -1.96083 14.42382 -0.524 -0.353 -0.033 0.3228
Br -3.80654 2.84483 15.72512 0.194 -0.177 0.124 -0.9824
```
Forces are in eV/Å.

* gap between HOMO and LUMO: 0.1559 Ha
* ΔE to the lowest compared entry with this formula, charge and spin: 110.14 kcal per mole
* DFT total energy: -93664.6170 eV
* highest occupied orbital energy: -9.16 eV
* total charge: +2

***

Record 2
DFT (wB97M-V/def2-TZVPD) results for 7 unconnected molecules or ions with the total composition C6H27NO7 in a non-equilibrium geometry.

Geometry as XYZ:
```
41
Properties=species:S:1:pos:R:3:forces:R:3:lowdin_spin:R:1
C 2.48513 0.22248 0.35654 -1.113 1.426 -6.489 0.0455
C 2.63169 1.70596 -0.34206 -0.032 -0.728 1.808 0.0003
O 1.94862 2.49006 0.64181 0.410 0.207 0.486 0.0042
N 1.13728 -0.37339 0.03808 1.323 -1.536 4.177 0.5799
C 0.86951 -1.67924 0.67434 2.151 -1.084 -0.111 0.0924
C -0.47448 -1.98292 1.20204 -3.686 -0.024 -2.540 0.0195
C -1.19221 -2.93004 -0.03357 4.119 1.281 0.148 0.0152
C -0.47572 -2.82211 2.45307 0.989 -0.797 1.520 0.0148
H 2.72759 0.25713 1.35778 -0.067 0.255 2.346 0.0182
H 3.20036 -0.39727 -0.16854 0.233 -0.528 0.071 0.0109
H 2.25908 2.04761 -1.34549 0.173 -1.484 0.633 -0.0003
H 3.75092 1.76878 -0.33927 -0.851 0.789 0.114 0.0001
H 1.53780 3.31331 0.34731 0.446 -0.116 -0.713 0.0000
H 0.35533 0.25269 0.19532 -0.510 0.955 0.009 0.0130
H 1.57447 -1.86048 1.58591 -0.186 0.585 -1.859 0.0424
H 1.06959 -2.55909 -0.09144 0.467 1.597 1.163 0.0547
H -1.10676 -1.00559 1.34818 1.111 -1.799 -0.248 -0.0010
H -0.80015 -3.93315 -0.21432 0.582 -0.326 1.328 0.0013
H -0.85145 -2.52888 -1.00791 -0.835 0.599 0.427 0.0001
H -2.19983 -3.02931 0.02954 -2.832 0.163 0.251 0.0026
H -0.14271 -2.32635 3.46260 -0.377 -0.694 -2.077 -0.0004
H 0.15671 -3.76263 2.24739 -0.977 1.306 0.604 0.0004
H -1.52199 -3.11905 2.58392 0.316 -0.230 0.212 0.0025
H -0.00133 2.27289 1.34319 -0.957 -0.133 -0.839 -0.0001
H 0.18964 1.42377 2.40174 0.000 -0.877 1.313 -0.0001
O -0.49574 1.52942 1.74759 0.945 0.611 -0.544 0.0148
H -1.51469 3.38396 -0.52815 0.749 -1.180 -1.328 0.0000
H -0.75521 2.54212 -1.68840 -1.139 -1.391 -3.308 -0.0001
O -0.68514 3.01839 -0.93082 1.372 3.162 4.294 -0.0002
H -3.43065 1.41281 -0.30904 0.038 -0.018 0.522 0.0000
H -2.31354 1.50108 0.83348 -0.504 0.261 -0.398 -0.0001
O -2.71792 1.94942 0.06670 -0.353 -0.416 0.179 -0.0001
H -2.50185 -0.51783 0.02665 -0.926 -0.977 -1.690 -0.0001
H -2.75520 -0.80032 -1.47389 1.299 0.945 -2.794 0.0001
O -3.02264 -1.04888 -0.64187 -1.381 0.146 4.574 0.0016
H 1.59733 -0.75095 -1.79142 0.414 0.024 -1.538 0.0043
H 2.12160 -0.69827 -3.30668 -0.575 1.309 -1.658 0.0005
O 2.16408 -1.13040 -2.48970 0.350 -1.460 2.789 0.0361
H -1.25520 0.87260 -1.82831 0.308 -0.803 0.296 0.0001
H -0.13423 -0.22387 -1.34409 -3.230 0.818 -2.455 0.0021
O -0.97627 -0.05886 -1.95056 2.737 0.164 1.328 0.0251
```
Forces are in eV/Å.

* gap between HOMO and LUMO (alpha / beta): 0.4136 / 0.1978 Ha
* ΔE to the lowest compared entry with this formula, charge and spin: 130.61 kcal per mole
* DFT total energy: -22470.4158 eV
* multiplicity: 2
* <S²>: 0.75
* highest occupied orbital energy (alpha / beta): -13.94 / -13.93 eV
* total charge: +1

***

Record 3
DFT (wB97M-V/def2-TZVPD) results for a single C15H22FNO molecule.

Geometry as XYZ:
```
40
Properties=species:S:1:pos:R:3:forces:R:3:mulliken_charge:R:1
F 4.41081 5.74016 -1.20015 -0.012 -0.039 0.033 -0.3295
C 3.95374 4.57504 -0.68636 -0.088 -0.134 -0.073 0.2718
C 3.29379 3.68755 -1.51087 0.209 0.352 0.118 -0.7050
C 2.82526 2.49316 -0.98821 -0.101 -0.313 0.217 -0.1573
C 3.02100 2.19417 0.35707 0.115 0.294 -0.076 0.3177
O 2.60853 1.05650 0.97106 0.024 -0.029 0.182 -0.3800
C 1.93927 0.06742 0.21192 -0.142 -0.292 0.057 -0.4901
C 1.64269 -1.10014 1.14810 0.125 0.122 -0.243 -0.6029
C 1.11808 -2.33544 0.41692 -0.080 0.246 -0.058 -1.0604
C -0.21577 -2.13592 -0.30358 0.045 -0.050 0.311 -0.6190
C -1.35945 -1.76430 0.64031 0.140 -0.175 -0.261 -0.6997
N -2.64072 -1.95107 -0.00089 -0.138 0.026 0.151 0.0578
C -2.92020 -1.01628 -1.08310 0.164 0.022 -0.287 -0.5716
C -4.45240 -0.91380 -1.16923 -0.006 -0.034 -0.017 -0.5509
C -4.95755 -1.83998 -0.05772 0.046 0.033 0.140 -0.5945
C -3.77537 -1.88567 0.90087 -0.140 -0.095 0.027 -0.7490
C 3.69171 3.11193 1.17076 -0.148 -0.238 -0.107 -0.3802
C 4.15926 4.30130 0.65539 -0.013 0.083 -0.217 -0.4615
H 3.14797 3.92810 -2.55209 -0.001 0.049 -0.095 0.4050
H 2.31085 1.80725 -1.64184 -0.051 -0.086 -0.027 0.3763
H 2.57793 -0.27065 -0.61629 -0.059 0.060 0.017 0.4162
H 1.01067 0.48013 -0.20297 0.087 0.001 -0.042 0.4004
H 2.57238 -1.35706 1.65954 -0.010 0.037 0.049 0.3886
H 0.93092 -0.77508 1.90673 0.008 0.042 0.090 0.2679
H 1.00556 -3.14059 1.14597 0.043 -0.077 -0.030 0.3807
H 1.86422 -2.65506 -0.31471 0.050 -0.090 0.038 0.3742
H -0.11081 -1.37407 -1.07672 -0.028 0.022 -0.128 0.2535
H -0.48776 -3.07053 -0.79745 -0.039 0.026 -0.074 0.4433
H -1.23672 -0.72466 0.99918 -0.053 -0.047 0.043 0.3372
H -1.33132 -2.42727 1.50993 0.061 0.053 0.054 0.3619
H -2.48312 -1.39810 -2.00875 0.032 0.162 -0.014 0.3070
H -2.47947 -0.02562 -0.88067 0.026 -0.029 0.001 0.2590
H -4.77426 0.11175 -0.98762 -0.005 -0.006 -0.045 0.2860
H -4.82532 -1.21581 -2.14598 -0.031 0.065 -0.026 0.2701
H -5.13929 -2.83876 -0.45295 -0.039 -0.037 0.035 0.2810
H -5.86806 -1.47538 0.41357 -0.055 -0.034 0.003 0.3544
H -3.78518 -2.76218 1.55137 -0.010 0.057 0.070 0.3636
H -3.75419 -0.97926 1.53292 -0.002 -0.009 0.002 0.3601
H 3.83400 2.86433 2.21034 0.022 -0.023 0.130 0.4013
H 4.67832 5.01391 1.27620 0.055 0.084 0.052 0.4165
```
Forces are in eV/Å.

* gap between HOMO and LUMO: 0.3390 Ha
* ΔE to the lowest compared entry with this formula, charge and spin: 34.24 kcal per mole
* DFT total energy: -22166.7155 eV
* SMILES string: Fc1ccc(OCCCCCN2CCCC2)cc1
* highest occupied orbital energy: -8.42 eV
* total charge: 0

***

Q: Which value of total charge does entry 3 give?
A: 0

***

Q: The lowest ΔE to the lowest compared entry with this formula, charge and spin belongs to which entry?
A: C15H22FNO

***

Q: Which of these has the lowest DFT total energy?
A: C12H36BrN3O3

***

Q: The lowest total charge belongs to which entry?
A: C15H22FNO